Entry from the OMol25 dataset: a structure of composition C4H34F12N2O25S4 (ωB97M-V with the def2-TZVPD basis set).

Element x y z (Å)
F 3.0097 -0.2311 0.7157
O 1.4305 -0.7602 -5.9552
F -1.4737 -6.0410 -2.3615
O -0.7367 -1.7398 5.6881
H 1.2184 5.4974 0.0116
C -3.1467 -10.3437 -5.7212
H -6.0158 7.5630 4.8268
H -1.5697 -4.3852 3.1432
H 4.0417 2.1818 2.9296
H 2.8167 -5.8187 1.1003
H 5.6631 -0.5047 -4.6771
N 0.4657 1.6036 1.0719
H 0.5405 0.7323 6.7382
S -1.3298 1.4431 1.3339
H 4.4073 4.9565 1.7164
F -3.6554 -9.5062 -6.6415
O 5.4688 -4.8167 1.6708
O -0.7879 -4.7385 3.5678
O -3.3212 -6.8531 -5.6588
O -2.5048 4.3886 -5.4712
O 1.0193 1.4588 7.1372
H 6.9902 0.1983 -4.4856
H -3.1048 8.5370 3.5070
F -1.2317 2.6319 3.7728
O 7.1667 5.7001 -1.6116
O -2.5741 -10.3518 -2.9862
F -1.8888 -10.7613 -6.1031
H -2.2883 5.1729 -5.9754
H -0.6969 -2.6844 5.5386
H -0.3188 -5.1924 2.8677
H -5.6041 6.2714 5.5007
O -6.0011 3.5150 -1.3168
H 6.2580 -4.9054 1.1364
H 0.7646 -0.5572 -6.6122
H -6.3550 2.9243 -0.6520
F -3.1446 2.8599 2.7999
N -1.5429 -8.3658 -4.3918
F -1.4255 4.0601 2.1241
S -2.8990 -9.3756 -4.0333
O -5.2510 7.0220 5.0231
C 2.5843 0.5992 -0.2360
H 1.2882 -1.6834 -5.7465
H -0.9723 -1.3719 4.8364
H 5.7982 5.5114 1.4942
O 6.5777 -0.5243 -4.9588
C -1.8261 2.8553 2.5963
S 0.6020 0.7203 -0.1609
O 1.6445 5.1843 0.8095
H -5.0514 3.4342 -1.2287
F 2.8157 0.0842 -1.4707
H 7.0923 6.4828 -2.1575
O 5.2994 4.9240 2.0619
F 3.2071 1.8623 -0.1329
O -0.9984 -6.1447 -5.4079
H -2.0573 9.3128 2.7371
H 1.3115 5.0593 -3.4473
H 5.6008 -4.0052 2.1609
C -2.5082 -6.0021 -3.1635
H 2.6254 1.6658 3.0697
F -3.9998 -11.3511 -5.6734
O 1.9446 -6.0311 0.7677
H -1.7895 4.3035 -4.8409
S -2.1165 -6.9204 -4.8753
O -2.1667 1.7773 0.1595
O -4.1067 -8.5912 -3.7997
O -2.1699 2.8677 8.9207
O 3.3786 1.9585 3.5827
H -2.4899 3.2332 9.7455
O -1.7020 0.2681 2.0807
O 0.1928 -0.6917 -0.0607
H 1.5044 4.2375 0.8007
H -2.8358 3.1091 8.2768
O 0.6975 5.7582 -3.2217
H 1.6645 -5.2404 0.3067
H 0.4696 6.1576 -4.0612
H 7.0034 4.9725 -2.2117
O 0.1304 1.3659 -1.3664
O -2.9791 9.3352 2.9940
F -3.7019 -6.4251 -2.6532
H 0.3732 1.8961 7.6919
F -2.7274 -4.7392 -3.4849

Summary:
**Frontier orbital gap**: 0.3030 hartree
**Spin multiplicity**: 1
**Charge**: -2
**Energy**: -134817.426 eV

Here are the Mulliken charges for atoms 1 to 4, given in e:
1. F -0.19
2. O -0.63
3. F -0.23
4. O -0.64

Entry from the OMol25 dataset: a cluster of 13 separate species, C4H34N2O12 in total (ωB97M-V with the def2-TZVPD basis set).

Element x y z (Å)
H 2.0073 -0.3946 -0.3835
H 0.8137 2.6026 -1.0854
H 0.3398 3.5009 1.7900
O 1.4140 0.6565 -2.8221
O 2.5034 -2.3231 2.2315
H -3.7572 1.5686 0.0715
H -1.5078 -2.5268 -2.1850
H 0.9235 1.4379 -3.1023
C 1.6658 -0.1136 0.6127
H 1.6073 3.6955 0.9690
H -2.3413 0.8924 0.0627
H -1.7114 4.0542 0.2229
H -0.6116 0.3364 -0.5706
C -0.0241 -0.8877 3.1074
H -1.4066 1.7521 -3.7883
H 0.7819 1.1429 2.7156
H 2.9185 1.1452 -1.3141
H -0.8771 0.9047 2.2826
H 2.0956 -2.9473 -2.1485
N 0.4676 0.1474 0.8937
O 1.2324 -2.9768 -1.7236
H -0.2638 -0.6731 4.1492
N -2.1344 -1.5352 1.8304
H 2.5709 -0.1667 1.2242
O 1.2410 3.8510 1.8460
O 3.7725 0.7212 -1.3552
H 0.4411 3.4525 -2.3269
H 2.5668 -3.2811 2.3767
H -1.4303 -0.4472 -1.5849
O -1.1150 2.4336 -3.1700
O -1.3584 3.2558 0.6051
C -0.9489 -1.9872 2.5374
H -1.3593 1.9959 -2.3259
H -2.7038 -0.9217 2.4004
H -2.9505 -2.5646 -0.3429
O -2.1073 -2.9702 -0.5465
O 1.1641 3.2219 -1.7325
H 1.3614 -2.5133 -0.8892
H -1.9505 -1.0610 0.9696
H -1.2525 -2.6089 3.3810
O -1.3212 0.4635 -1.2696
H -0.6648 -2.7906 -3.3665
H 0.9494 -1.3700 3.1292
O -3.1368 1.0633 0.6040
O -1.4868 -2.3438 -3.1332
H 1.8286 0.2332 -3.5753
H 3.4586 -2.1990 2.1274
H -1.8224 2.4039 0.6415
H 4.3887 0.6937 -2.0758
H -0.4284 -2.6353 1.8286
H -1.9350 -3.7954 -0.0968
C 0.0934 0.4074 2.3046

Summary:
**Frontier orbital gap**: 0.3298 hartree
**Spin multiplicity**: 1
**Relative energy (zero: lowest compared OMol25 entry of this formula, charge and spin)**: 295.8 kJ/mol
**Energy**: -32249.107 eV

Here are the Mulliken charges for atoms 1 to 4, given in e:
1. H 0.49
2. H 0.27
3. H 0.28
4. O -0.40

Entry from the OMol25 dataset: a cluster of 13 separate species, C4H34N2O14 in total (ωB97M-V with the def2-TZVPD basis set).

Element x y z (Å)
H -1.9146 -2.2563 3.1804
H 2.4792 -1.3325 1.6842
C 1.7180 -0.2275 -0.3274
H -3.8864 0.0027 -1.1533
H -2.6670 -3.2793 0.0428
O 0.0169 -2.9639 1.0191
C 0.6290 -0.1899 -2.5932
H -3.3713 0.5042 0.2316
H 2.6960 -2.8147 1.3608
H -3.5060 -2.3308 -1.0687
H 1.3988 -2.4234 -0.6943
H -2.0098 1.9047 -1.2815
H -2.0819 0.5106 -2.6900
H 3.7685 -1.0278 -1.9200
H -2.7661 1.6912 -3.3430
H 3.3572 -2.6551 -1.9436
H 0.6675 -2.4165 2.6621
O -1.7990 1.3547 4.0018
N 1.1718 0.4517 -1.3752
O -1.4907 2.2446 -0.5224
O -2.9125 -3.0653 -0.8183
H 0.8373 3.2626 -2.8539
O 1.4079 0.2689 0.7363
H 0.8256 -3.2083 0.6249
O -0.8995 4.8762 -0.8223
H -2.2274 -1.5113 1.9223
H -1.3635 3.9592 -0.6975
C 2.2788 -1.6311 -0.5364
H -0.2545 2.2093 3.6751
H -0.4646 4.0691 -2.2652
O -3.7511 -0.3089 -0.2401
H -2.7127 1.1218 3.9025
O -2.5632 -1.8076 2.7419
N 3.0544 -1.7282 -1.6460
H -1.5230 1.6425 0.1704
O -0.7097 -0.5294 -2.3340
H 3.9763 -1.6605 0.7769
H -1.3729 0.7364 3.4522
H 1.1761 -1.6338 3.9788
O -2.6160 1.2045 -2.5394
H -0.6032 4.9998 0.0426
O 0.2204 3.0067 3.5984
H -0.5202 -3.6828 0.7577
H -0.8522 -0.8688 -1.4559
O 0.5104 -2.0922 3.5476
H 0.6543 1.3349 -1.0605
H 1.1050 2.8062 3.3514
H 3.4651 1.1495 -1.2363
H 0.5017 0.5726 -3.3746
H 4.6262 0.6034 -0.2433
O 4.3240 0.6052 -1.2129
O -0.1822 3.4428 -2.8998
H 1.2581 -1.0523 -3.1614
C 2.8965 -1.8377 0.8486

Summary:
**Frontier orbital gap**: 0.3396 hartree
**Spin multiplicity**: 1
**Relative energy (zero: lowest compared OMol25 entry of this formula, charge and spin)**: 593.3 kJ/mol
**Energy**: -36342.323 eV

Here are the Mulliken charges for atoms 1 to 4, given in e:
1. H 0.33
2. H 0.35
3. C 0.01
4. H 0.35

Entry from the OMol25 dataset: a cluster of 14 separate species, C4H34N2O15 in total (ωB97M-V with the def2-TZVPD basis set).

Element x y z (Å)
N 0.1770 -0.4698 -2.5372
H -2.9181 -1.1402 3.5933
H -1.5141 -1.0504 2.9618
H 0.0804 0.6184 3.6945
H -2.9844 1.1646 0.5827
H 0.9048 4.3468 0.4499
C 0.1017 -0.0097 -0.0148
H -1.2872 1.2848 -4.2801
O 4.4789 -2.1007 -0.3407
H 2.8049 4.1781 0.3414
H 2.5250 1.4852 -2.2584
O 2.7884 2.3090 -2.6873
O -4.0876 -2.5292 1.0333
H 3.5803 -2.1123 0.0064
H 2.5944 2.0781 2.2964
O 0.4134 4.6255 -0.3244
O 2.5834 1.3226 2.8925
O -2.2431 -4.5887 0.6316
N -1.1360 0.7531 -0.4098
O 1.6471 -1.7659 2.7326
H 1.1113 -2.5171 2.4230
H 0.0176 -1.0235 0.4382
O 2.0031 -0.6503 -1.1792
H -0.9277 -3.4020 1.9056
O -0.4546 2.9634 -2.6696
H 2.4655 -1.9383 2.2745
H 2.0029 2.8650 -2.9160
C 0.8189 -0.3980 -1.3285
H -0.2849 2.0345 -2.3464
H -2.7570 1.7029 -3.9716
H 0.8539 0.4824 0.6988
O 2.3221 3.3317 0.5051
H -2.1472 -4.5784 -0.3254
H -1.8545 -0.3243 1.2246
H 0.7049 3.9822 -1.0113
H 4.2935 -1.3466 -0.9227
C 0.7769 -0.7588 -3.7884
O -0.5153 -3.5705 2.7813
H -2.8529 -0.5011 -0.2531
H -3.7445 -1.6700 1.3908
H -1.0532 1.7547 -0.3823
H -0.8122 -0.2707 -2.5702
H 3.4521 0.9536 3.0272
H 1.7866 -1.0908 -3.6849
O -2.3336 -1.5920 2.9701
H -3.1132 -4.1340 0.7186
H -4.4327 -2.1888 0.2166
H -1.0650 -3.0900 3.4140
H -1.3316 3.1539 -2.3012
H 0.6542 -0.3895 2.8057
C -2.3013 0.2971 0.3715
O -2.0072 1.1740 -3.6581
O 0.1052 -0.6700 -4.7787
H 2.2877 2.8603 -0.3262
O -0.1770 0.1496 2.8846

Summary:
**Frontier orbital gap**: 0.3530 hartree
**Spin multiplicity**: 1
**Relative energy (zero: lowest compared OMol25 entry of this formula, charge and spin)**: 378.4 kJ/mol
**Energy**: -38392.203 eV

Here are the Mulliken charges for atoms 1 to 4, given in e:
1. N 0.01
2. H 0.27
3. H 0.45
4. H 0.38

In order of appearance, E_HOMO = -0.2036; -0.3296; -0.3441; -0.3549 Ha.
In order of appearance, LUMO = 2.70; 0.00; -0.12; -0.05 eV.
In order of appearance, F_max = 5.070; 3.004; 5.721; 2.374 eV Å⁻¹.